This record from the OMol25 dataset describes a molecular structure, C7H3NO5Sm at a distorted geometry. The level of theory is the ωB97M-V functional and the def2-TZVPD basis.

Structure (XYZ):
```
17
C7H3NO5Sm (the ωB97M-V functional and the def2-TZVPD basis)
O -0.0003 0.0000 -6.1806
C -0.0002 -0.0001 -5.0409
Sm 0.0387 -0.0037 -0.0409
O 1.8343 -2.3399 -2.1086
C 1.2009 -1.5369 -1.5488
C -1.2170 1.5500 -1.5354
O -1.8281 2.3344 -2.1270
C -1.5385 -1.2023 -1.5492
O -2.3383 -1.8322 -2.1110
C 1.5149 1.1906 -1.5630
O 2.3430 1.8353 -2.0907
C -0.0021 0.0011 4.8088
C 0.0004 0.0001 3.3649
N 0.0001 -0.0007 2.2000
H 0.8898 -0.5139 5.1753
H -0.8945 -0.5135 5.1737
H -0.0031 1.0315 5.1734
```

Output
LUMO (spin up / spin down) = -15.251 / -14.599 eV
Total charge = +3
Multiplicity = 6
⟨S²⟩ = 8.758